Entry 1:
Molecular formula: C40H33AsClIN6ORuS2
Method: DFT, ωB97M-V/def2-TZVPD

The geometry in XYZ format:
```
86
Properties=species:S:1:pos:R:3
Ru 0.0533 -0.2939 -0.6406
Cl -4.3962 4.6519 1.6283
C -3.1855 3.4394 1.4680
C -2.6130 2.8860 2.5984
C -1.6601 1.8861 2.4803
I -0.8731 0.8834 4.1370
C -1.2181 1.4157 1.2350
O -0.3381 0.4929 1.1395
C -1.8448 1.9746 0.0680
N -1.5029 1.4389 -1.1138
C -2.0686 1.8652 -2.2179
C -3.0040 2.9057 -2.2244
C -3.3782 3.4700 -1.0298
C -2.8234 2.9923 0.1735
H -2.9138 3.2272 3.5774
H -1.7708 1.3734 -3.1348
H -3.4046 3.2551 -3.1631
H -4.0999 4.2708 -0.9908
S 2.0692 1.3493 2.0973
C 3.4460 0.3154 2.2631
C 4.4006 0.5820 3.2517
C 5.5415 -0.1880 3.3416
C 5.7488 -1.2319 2.4502
C 4.7879 -1.5285 1.4930
C 3.6266 -0.7724 1.3888
As 2.1378 -1.3171 0.2132
C 3.1237 -2.5873 -0.9211
C 2.8955 -3.9585 -0.9133
C 3.7135 -4.8084 -1.6412
C 4.7582 -4.2976 -2.3916
C 4.9715 -2.9280 -2.4403
C 4.1524 -2.0819 -1.7161
C 1.2106 -2.5453 1.3993
C 1.6067 -2.8319 2.6982
C 0.8886 -3.7411 3.4597
C -0.2346 -4.3604 2.9356
C -0.6393 -4.0781 1.6405
C 0.0815 -3.1770 0.8766
H 4.2281 1.3947 3.9406
H 6.2674 0.0157 4.1153
H 6.6466 -1.8291 2.5148
H 4.9381 -2.3686 0.8253
H 2.0838 -4.3722 -0.3267
H 3.5423 -5.8753 -1.6061
H 5.4015 -4.9650 -2.9454
H 5.7848 -2.5290 -3.0297
H 4.3093 -1.0066 -1.7521
H 2.4826 -2.3483 3.1158
H 1.2079 -3.9674 4.4662
H -0.7936 -5.0641 3.5353
H -1.5142 -4.5596 1.2261
H -0.2205 -2.9795 -0.1543
C -5.2481 -0.0535 1.2038
C -4.0740 -0.3915 1.8631
C -2.9805 -0.8349 1.1503
C -3.0357 -0.9356 -0.2500
C -4.2453 -0.6373 -0.9037
C -5.3293 -0.2016 -0.1749
N -1.9041 -1.2734 -0.9332
N -1.9757 -1.8564 -2.0950
C -0.8861 -1.8954 -2.8452
C -0.8553 -2.6493 -4.0448
C 0.2628 -2.6233 -4.8316
C 1.3589 -1.8371 -4.4426
C 1.2919 -1.1638 -3.2466
N 0.2287 -1.1910 -2.4414
H -6.1104 0.2914 1.7550
H -4.0159 -0.3148 2.9392
H -2.0792 -1.1504 1.6616
H -4.3048 -0.7539 -1.9761
H -6.2530 0.0244 -0.6871
H -1.7242 -3.2328 -4.2996
H 0.3080 -3.1962 -5.7433
H 2.2419 -1.7634 -5.0542
H 2.1253 -0.5591 -2.9018
C 4.9403 1.8996 -0.4786
N 3.5108 1.9149 -0.6787
C 2.8903 2.0033 -1.8465
N 3.5807 2.1185 -2.9913
S 1.1963 1.9513 -1.9247
H 5.1352 1.9403 0.5889
H 5.4206 2.7562 -0.9535
H 5.3782 0.9789 -0.8727
H 2.9109 1.8588 0.1534
H 4.5663 2.3375 -2.9936
H 3.0535 2.3190 -3.8271
```

Results
**HOMO-LUMO gap (alpha / beta)**: 0.1467 / 0.1489 Eh
**Spin multiplicity**: 2
**Expectation value of S²**: 0.79
**HOMO energy (alpha / beta)**: -8.76 / -8.79 eV
**Lowest unoccupied orbital energy (alpha / beta)**: -4.77 / -4.74 eV
**Energy above the lowest of the compared OMol25 structures with the same formula, charge and spin**: 29.1 kcal/mol
**Charge**: +1

***

Entry 2:
Molecular formula: C40H33Br54N3O3
Method: DFT, ωB97M-V/def2-TZVPD

The geometry in XYZ format:
```
133
Properties=species:S:1:pos:R:3
C 6.5840 -3.5579 4.2449
C 5.7190 -2.3422 3.9793
C 5.0093 -2.2522 2.7949
C 4.1919 -1.1435 2.5755
C 4.1208 -0.1561 3.5393
C 3.2228 1.0668 3.3750
C 1.9522 0.8644 4.1894
C 0.9328 0.0888 3.6438
C -0.2397 -0.1641 4.3264
C -1.3269 -1.0098 3.7918
C -1.1525 -2.3629 3.5058
C -2.2164 -3.0982 3.0376
N -3.4563 -2.6479 2.8188
C -3.5731 -1.3450 3.0781
C -2.5921 -0.4856 3.5459
C -0.3963 0.3848 5.6064
N -1.5979 0.1401 6.3819
C -1.4117 -0.7667 7.1871
O -1.2065 -1.5905 7.9623
C 0.6069 1.1438 6.1556
C 1.7942 1.3968 5.4553
C 2.6937 2.2480 6.2909
O 3.7746 2.7003 6.0448
N 1.9703 2.4885 7.4855
C 0.7290 1.8021 7.4986
O -0.0180 1.7630 8.4302
C 4.8432 -0.2418 4.7191
C 5.6553 -1.3404 4.9434
H 6.5822 -4.2037 3.3702
H 6.1106 -4.1319 5.0431
H 7.5831 -3.2918 4.5788
H 5.0752 -3.0293 2.0241
H 3.5914 -1.0082 1.6848
H 3.7456 1.9168 3.8011
H 2.9550 1.2106 2.3310
H 1.0776 -0.3445 2.6629
H -0.1898 -2.8338 3.6481
H -2.0482 -4.1474 2.8196
H -4.5531 -0.9543 2.8683
H -2.7709 0.5563 3.7241
H 2.4858 2.2038 8.3144
H 4.7468 0.5455 5.4523
H 6.2242 -1.3963 5.8624
C 4.1325 -4.7716 -0.9110
Br 3.7048 -4.2497 -2.7127
Br 3.6008 -3.4273 0.3654
Br 3.4046 -6.4965 -0.4722
H 5.2080 -4.8542 -0.8512
C -6.3571 1.4815 5.5663
Br -6.0976 1.2973 7.4582
Br -4.9656 0.6158 4.5486
Br -8.0995 0.8807 5.0158
H -6.3084 2.5385 5.3485
C 1.8536 -2.0216 -5.9712
Br 2.3487 -0.4794 -4.9441
Br 3.3685 -3.1566 -6.3162
Br 0.4004 -2.9971 -5.1579
H 1.4999 -1.6660 -6.9258
C -0.9221 -1.4926 -9.9871
Br -0.5310 -2.3985 -8.3366
Br -2.8085 -1.3957 -10.3313
Br -0.0943 0.2472 -10.0202
H -0.4803 -2.0731 -10.7839
C -11.4943 2.5387 3.5098
Br -11.4149 3.0291 5.3709
Br -10.2241 3.5260 2.4567
Br -11.2960 0.6364 3.2721
H -12.4811 2.7986 3.1548
C 6.1263 1.5303 -4.2464
Br 6.4359 0.0406 -5.4135
Br 4.9816 2.8464 -5.0684
Br 5.4412 0.9767 -2.5371
H 7.0820 2.0022 -4.0705
C 6.5198 6.5114 -5.1386
Br 7.5461 6.9773 -6.6986
Br 7.6532 6.0469 -3.6572
Br 5.2645 7.8904 -4.6718
H 5.9478 5.6295 -5.3880
C 9.5191 9.3229 -9.5111
Br 8.7070 10.1891 -11.0240
Br 10.7013 7.9043 -10.0558
Br 10.4054 10.5818 -8.3596
H 8.7221 8.8736 -8.9368
C 3.5500 1.4012 -10.4220
Br 3.8502 2.0585 -8.6367
Br 4.5136 2.4317 -11.7284
Br 3.9396 -0.4755 -10.5715
H 2.4980 1.5209 -10.6351
C -11.5449 0.3403 -0.3414
Br -12.7913 -1.1207 -0.2356
Br -10.3193 0.1270 -1.8041
Br -12.4430 2.0411 -0.4063
H -10.9610 0.3246 0.5679
C 1.6712 -10.4450 -1.4777
Br 1.8856 -9.7014 0.2866
Br 2.6704 -9.4720 -2.7999
Br 2.0991 -12.3212 -1.5004
H 0.6271 -10.3523 -1.7373
C 3.5083 -11.9181 3.6313
Br 4.5880 -11.5013 2.0969
Br 4.5862 -12.3460 5.1659
Br 2.2512 -10.5115 4.0192
H 2.9345 -12.8002 3.3885
C -9.9861 2.6273 -5.5233
Br -9.3792 3.9693 -4.2852
Br -8.6313 1.2997 -5.8516
Br -11.6314 1.8238 -4.9416
H -10.1832 3.1232 -6.4621
C -8.4980 5.5052 6.1646
Br -8.7027 7.4125 6.2992
Br -7.3198 5.0056 4.7237
Br -7.9464 4.7294 7.8374
H -9.4698 5.0955 5.9304
C 7.5411 1.3132 -14.7076
Br 6.4625 -0.2391 -14.3528
Br 8.6613 1.0693 -16.2514
Br 6.4646 2.9012 -14.8572
H 8.1931 1.4497 -13.8575
C -6.7708 8.7891 2.4095
Br -8.2926 7.6096 2.3839
Br -5.5570 8.3773 3.8427
Br -5.8728 8.8173 0.7079
H -7.1456 9.7859 2.5880
C 3.6339 -2.9170 8.0377
Br 3.7064 -4.3865 6.8011
Br 2.7382 -1.3994 7.2656
Br 2.8356 -3.4342 9.7086
H 4.6506 -2.6179 8.2470
C -7.3461 -1.9898 -0.3338
Br -9.0921 -2.6564 0.1199
Br -6.1700 -1.9852 1.1877
Br -6.5883 -2.9463 -1.8208
H -7.4724 -0.9629 -0.6476
```

Results
**HOMO-LUMO gap**: 0.3002 Eh
**HOMO energy**: -8.96 eV
**Lowest unoccupied orbital energy**: -0.79 eV

***

Entry 3:
Molecular formula: C40H33BrN11OSTc
Method: DFT, ωB97M-V/def2-TZVPD

The geometry in XYZ format:
```
88
Properties=species:S:1:pos:R:3
Tc 0.2933 0.1574 -0.4476
Br -0.8259 -3.3264 5.9955
C -0.2343 -2.5266 4.4572
C 1.1370 -2.5981 4.1126
C 1.5756 -2.0061 2.9705
C 0.6597 -1.3217 2.1034
O 1.1320 -0.7544 1.0623
C -0.7392 -1.2628 2.4539
C -1.7501 -0.6180 1.6295
N -1.5738 -0.1931 0.4294
C -2.6872 0.2612 -0.3535
C -4.0096 0.0963 -0.0256
C -5.0257 0.5191 -0.9041
C -4.7184 1.0641 -2.1187
C -3.3660 1.2205 -2.5034
C -2.9753 1.7288 -3.7663
C -1.6488 1.8200 -4.0773
C -0.7005 1.4038 -3.1298
N -1.0296 0.9263 -1.9469
C -2.3525 0.8282 -1.6092
C -1.1507 -1.8498 3.6252
H 1.8257 -3.1158 4.7671
H 2.6194 -2.0359 2.6870
H -2.7350 -0.5431 2.0801
H -4.3064 -0.3845 0.8966
H -6.0585 0.3846 -0.6130
H -5.5007 1.3562 -2.8079
H -3.7358 2.0303 -4.4767
H -1.3131 2.2013 -5.0313
H 0.3572 1.4724 -3.3484
H -2.1936 -1.8054 3.9143
C -1.8565 4.2883 -1.4790
N -1.9163 3.9697 -0.0560
C -2.9150 4.4295 0.7755
C -2.6309 3.9883 2.0126
N -1.4541 3.2584 1.9302
C -1.0291 3.2358 0.6404
S 0.4337 2.5827 -0.0200
C -0.7602 2.7993 3.1076
C -0.8509 3.5891 4.2482
C -0.1469 3.1919 5.3701
C 0.6176 2.0375 5.3002
C 0.6169 1.3254 4.1167
N -0.0705 1.6795 3.0240
H -2.0892 5.3418 -1.6112
H -2.5801 3.6861 -2.0230
H -0.8543 4.0882 -1.8438
H -3.7227 5.0446 0.4182
H -3.1669 4.1163 2.9348
H -1.4191 4.5073 4.2562
H -0.1798 3.7866 6.2731
H 1.2063 1.7003 6.1418
H 1.2004 0.4148 4.0401
C 4.0135 0.7706 -2.8083
C 2.7244 0.4722 -2.4217
N 2.2827 0.6712 -1.1680
C 3.1404 1.1925 -0.2709
C 4.4524 1.5322 -0.5727
C 4.8924 1.2943 -1.8747
C 5.3346 2.0349 0.4969
C 6.2753 2.9710 0.3867
C 6.5704 3.8176 -0.7924
C 5.5866 4.4195 -1.5663
C 6.0251 5.2212 -2.6101
N 7.3126 5.4021 -2.8645
C 8.1836 4.7959 -2.0645
N 7.8628 4.0210 -1.0339
H 4.3273 0.5720 -3.8236
H 2.0235 0.0383 -3.1232
H 2.7599 1.3383 0.7314
H 5.9212 1.4945 -2.1446
H 5.2205 1.5467 1.4594
H 6.9245 3.1556 1.2349
H 4.5338 4.2954 -1.3498
H 5.3253 5.7397 -3.2567
H 9.2365 4.9506 -2.2616
N -1.8077 -3.7683 -3.6268
C -0.7243 -3.2689 -3.0086
C -0.7938 -2.1269 -2.1831
N 0.2979 -1.6469 -1.5899
C 1.4597 -2.3011 -1.7628
C 1.5057 -3.4122 -2.5894
N 0.4448 -3.8816 -3.2189
H -2.7331 -3.4165 -3.4643
H -1.7012 -4.6076 -4.1738
H -1.7331 -1.6204 -2.0117
H 2.3264 -1.9438 -1.2295
H 2.4431 -3.9323 -2.7481
```

Results
**HOMO-LUMO gap (alpha / beta)**: 0.1631 / 0.1571 Eh
**Spin multiplicity**: 2
**Expectation value of S²**: 0.83
**HOMO energy (alpha / beta)**: -14.87 / -14.87 eV
**Lowest unoccupied orbital energy (alpha / beta)**: -10.43 / -10.59 eV
**Energy above the lowest of the compared OMol25 structures with the same formula, charge and spin**: 0.0 kcal/mol
**Charge**: +3

***

no.,E_tot (a.u.),F_max (eV/Å)
1,-5832.54819,4.808
2,-140930.59128,1.967
3,-5273.84082,3.535